# 1
DFT (ωB97M-V/def2-TZVPD) results for a molecular structure, C37H47Br45IN4O4S in a non-equilibrium geometry.

ORCA input file:
```
! RIJCOSX wB97M-V def2-TZVPD def2/J DEFGRID3
* xyz 1 1
C 3.12 -4.73 0.94
C 3.07 -3.79 2.02
C 2.83 -2.87 3.36
C 1.23 -2.97 3.85
C 1.12 -2.08 5.22
C -0.02 -0.90 5.19
C 0.02 0.63 4.50
C 1.33 1.16 3.67
C 1.21 0.49 2.14
C 2.53 0.86 1.19
O 2.30 0.20 -0.14
C 1.32 0.97 -0.93
N -1.25 1.40 4.76
C -1.70 2.80 4.40
C -1.46 3.22 2.83
C -1.19 4.87 2.75
O -0.12 5.32 3.64
C 1.22 5.14 3.05
C -2.12 0.43 5.58
C -3.65 0.70 6.16
C -4.72 0.40 4.93
S -5.62 -1.25 5.10
C -6.83 -1.49 3.66
N -7.17 -2.79 2.90
N -8.13 -2.65 1.88
C -8.43 -1.17 1.92
O -7.66 -0.46 2.96
N -1.39 -0.89 5.83
C -1.87 -2.12 6.63
C -2.02 -3.42 5.64
O -1.77 -4.66 6.09
I -2.64 -3.02 3.57
H 3.16 -5.18 -0.16
H 3.13 -1.73 3.16
H 3.56 -3.22 4.23
H 1.07 -4.11 4.16
H 0.48 -2.61 3.03
H 0.92 -2.73 6.20
H 2.16 -1.54 5.39
H 2.29 0.69 4.15
H 1.34 2.34 3.64
H 1.20 -0.70 2.19
H 0.18 0.78 1.62
H 3.46 0.35 1.72
H 2.68 2.01 1.04
H 0.38 0.27 -1.14
H 0.91 1.92 -0.37
H 1.74 1.30 -2.00
H -2.87 2.86 4.59
H -1.21 3.52 5.18
H -2.44 3.04 2.17
H -0.54 2.72 2.31
H -0.94 5.24 1.66
H -2.20 5.36 3.16
H 1.92 4.63 3.86
H 1.65 6.23 2.84
H 1.25 4.44 2.11
H -3.75 1.85 6.46
H -3.95 0.00 7.06
H -5.56 1.23 4.86
H -4.13 0.47 3.90
H -9.18 -0.57 1.22
H -2.85 -1.87 7.25
H -1.03 -2.31 7.45
C 3.60 0.38 -4.59
Br 4.15 -1.02 -3.36
Br 1.83 0.04 -5.33
Br 3.72 2.14 -3.79
H 4.30 0.36 -5.43
C -7.05 -4.96 7.27
Br -7.17 -4.34 5.43
Br -7.66 -6.80 7.46
Br -5.27 -4.71 8.01
H -7.73 -4.33 7.87
C -0.17 3.68 -7.09
Br 1.41 3.03 -8.03
Br 0.02 3.54 -5.16
Br -0.64 5.49 -7.64
H -1.00 3.03 -7.38
C 7.64 1.20 -2.44
Br 8.73 -0.29 -1.83
Br 6.65 2.02 -0.98
Br 8.69 2.51 -3.43
H 6.90 0.79 -3.14
C 12.62 1.38 -5.34
Br 11.22 2.28 -6.36
Br 13.25 2.48 -3.87
Br 12.06 -0.38 -4.75
H 13.46 1.24 -6.02
C 4.50 4.04 -11.31
Br 5.05 2.64 -10.07
Br 2.73 3.70 -12.04
Br 4.62 5.81 -10.50
H 5.20 4.02 -12.15
C 0.56 9.83 -8.18
Br -0.39 8.99 -6.71
Br 2.11 8.78 -8.73
Br -0.61 10.23 -9.68
H 0.94 10.79 -7.81
C -2.47 0.66 10.31
Br -1.49 -1.00 10.60
Br -1.71 1.69 8.84
Br -4.37 0.35 10.08
H -2.35 1.27 11.21
C -4.03 1.08 -6.80
Br -5.09 -0.51 -7.17
Br -2.24 0.64 -6.18
Br -3.99 2.30 -8.31
H -4.53 1.61 -5.98
C -7.65 -3.35 -4.89
Br -6.35 -2.65 -3.63
Br -8.79 -1.94 -5.60
Br -6.81 -4.38 -6.31
H -8.30 -4.03 -4.34
C -4.35 6.56 -5.39
Br -4.47 7.18 -7.24
Br -4.96 4.72 -5.21
Br -2.57 6.81 -4.66
H -5.03 7.18 -4.80
C 0.30 0.40 -11.25
Br -0.58 0.62 -9.53
Br 1.39 -1.21 -11.31
Br -0.98 0.46 -12.72
H 0.97 1.25 -11.38
C 15.44 -2.49 -3.10
Br 16.53 -3.98 -2.49
Br 14.45 -1.67 -1.64
Br 16.49 -1.18 -4.08
H 14.70 -2.90 -3.80
C -6.15 -9.26 4.12
Br -4.85 -8.57 5.39
Br -7.29 -7.86 3.41
Br -5.31 -10.30 2.70
H -6.80 -9.95 4.68
C -2.00 -11.42 5.09
Br -1.22 -9.72 5.64
Br -1.91 -11.67 3.17
Br -1.20 -12.91 6.05
H -3.06 -11.39 5.37
*
```

Summary:
ΔE to the lowest compared entry with this formula, charge and spin in eV: 19.3054
HOMO in eV: -11.0
Kohn-Sham gap in eV: 7.73


# 2
DFT (ωB97M-V/def2-TZVPD) results for 7 unconnected molecules or ions with the total composition C28H52N3O8PS7 in a non-equilibrium geometry.

ORCA input file:
```
! RIJCOSX wB97M-V def2-TZVPD def2/J DEFGRID3
* xyz 0 1
C 1.25 0.78 5.56
C -0.02 0.37 4.60
P 0.43 0.53 2.71
C 0.52 2.46 2.45
N -0.87 -0.17 1.69
C -2.10 0.29 2.45
O -2.59 1.50 2.71
C -2.88 -1.08 2.93
C -4.21 -1.30 3.89
C -4.88 0.04 4.55
C -4.41 0.49 6.08
C -5.09 1.86 6.68
N -6.11 2.75 6.03
C -6.49 2.34 4.63
C -5.98 1.03 3.79
C -4.73 -2.85 4.16
C -3.87 -4.08 3.43
S -4.45 -5.83 3.76
C -2.53 -3.79 2.48
N -1.77 -4.97 1.89
C -2.01 -2.26 2.20
C -0.75 -1.65 1.35
O 0.10 -2.32 0.56
H 2.26 0.70 4.94
H 1.30 0.02 6.47
H 1.17 1.90 5.93
H -0.50 -0.67 4.86
H -0.87 1.19 4.79
H 1.52 2.92 2.88
H 0.36 2.69 1.30
H -0.36 3.02 3.04
H -3.62 -0.19 6.61
H -4.76 2.16 7.79
H -7.29 3.03 4.08
H -6.33 0.77 2.68
H -5.68 -3.07 4.84
H -4.91 -5.86 5.09
H -1.53 -5.57 2.74
H -0.81 -4.57 1.62
C -3.23 3.06 -0.18
S -1.74 3.85 -0.80
O -2.11 5.24 -1.24
C -1.59 2.84 -2.29
H -3.54 3.56 0.74
H -4.03 3.14 -0.92
H -3.03 2.01 0.04
H -2.49 2.93 -2.90
H -1.43 1.79 -2.00
H -0.73 3.19 -2.87
C 2.28 -3.39 -1.82
S 0.74 -4.33 -1.88
O 0.97 -5.61 -1.12
C 0.83 -4.73 -3.64
H 2.45 -3.06 -0.79
H 3.11 -4.01 -2.15
H 2.19 -2.51 -2.46
H 1.75 -5.27 -3.86
H 0.79 -3.80 -4.22
H -0.03 -5.35 -3.90
C 1.49 7.65 -1.00
S 1.80 6.56 -2.41
O 3.28 6.48 -2.60
C 1.15 7.69 -3.67
H 1.86 7.16 -0.10
H 2.02 8.60 -1.14
H 0.42 7.83 -0.91
H 1.70 8.63 -3.64
H 0.09 7.87 -3.48
H 1.27 7.23 -4.65
C 8.08 -2.70 -2.03
S 6.69 -3.53 -2.84
O 5.45 -2.74 -2.52
C 6.70 -4.98 -1.76
H 8.24 -1.73 -2.52
H 7.86 -2.53 -0.98
H 8.98 -3.31 -2.14
H 6.56 -4.68 -0.72
H 7.64 -5.52 -1.88
H 5.87 -5.63 -2.06
C 2.85 -8.06 -1.52
S 4.33 -7.40 -0.71
O 5.41 -7.31 -1.75
C 4.66 -8.87 0.29
H 2.49 -7.31 -2.23
H 3.09 -8.98 -2.06
H 2.08 -8.25 -0.77
H 4.79 -9.74 -0.36
H 3.82 -9.04 0.98
H 5.57 -8.71 0.86
C -2.41 7.40 -4.81
S -2.10 6.31 -6.22
O -0.62 6.23 -6.41
C -2.75 7.44 -7.47
H -2.04 6.91 -3.90
H -1.88 8.35 -4.95
H -3.48 7.58 -4.71
H -2.20 8.38 -7.45
H -3.81 7.61 -7.29
H -2.63 6.97 -8.46
*
```

Summary:
HOMO in eV: -8.5
Kohn-Sham gap in eV: 6.54


# 3
DFT (ωB97M-V/def2-TZVPD) results for a molecular structure, C38H29Cl2NNiO4P2 in a non-equilibrium geometry.

ORCA input file:
```
! RIJCOSX wB97M-V def2-TZVPD def2/J DEFGRID3
* xyz 0 3
Ni 0.21 1.00 1.65
O -2.78 0.12 4.18
C -1.98 0.49 3.27
O -0.92 -0.18 2.83
C -2.26 1.82 2.71
C -3.34 2.56 3.16
C -3.52 3.83 2.63
C -2.60 4.34 1.72
C -1.56 3.57 1.27
N -1.34 2.32 1.82
H -3.93 2.09 3.94
H -4.41 4.48 2.91
H -2.61 5.37 1.40
H -0.88 3.88 0.52
Cl 4.87 0.11 6.96
C 3.70 0.77 5.89
C 2.58 1.50 6.39
C 1.63 1.98 5.49
Cl 0.52 3.15 6.11
C 1.71 1.64 4.09
O 0.77 2.05 3.31
C 2.79 0.87 3.65
C 3.00 0.68 2.22
O 2.08 0.70 1.32
C 3.78 0.35 4.56
H 2.58 1.83 7.44
H 3.97 0.28 1.95
H 4.54 -0.39 4.33
C 0.67 0.22 -1.47
P -0.20 -0.46 0.02
C -1.84 -0.90 -0.48
C -2.84 0.11 -0.63
C -4.19 -0.30 -0.73
C -4.59 -1.61 -0.54
C -3.58 -2.60 -0.47
C -2.20 -2.26 -0.47
C 0.72 -1.93 0.51
C 0.34 -2.62 1.68
C 1.13 -3.65 2.22
C 2.21 -4.08 1.51
C 2.63 -3.37 0.33
C 1.83 -2.41 -0.20
P -0.51 0.36 -2.90
C -0.43 -1.34 -3.59
C -1.60 -2.03 -3.92
C -1.51 -3.36 -4.41
C -0.31 -3.97 -4.59
C 0.87 -3.29 -4.25
C 0.82 -1.93 -3.84
C 0.48 1.43 -3.89
C 1.29 1.13 -4.99
C 2.07 2.18 -5.58
C 2.02 3.46 -4.98
C 1.22 3.79 -3.88
C 0.39 2.75 -3.39
H 1.59 -0.39 -1.73
H 0.90 1.29 -1.28
H -2.57 1.19 -0.55
H -4.91 0.54 -1.01
H -5.62 -1.94 -0.40
H -3.74 -3.63 -0.50
H -1.40 -2.98 -0.41
H -0.54 -2.37 2.20
H 0.75 -4.21 3.07
H 2.75 -4.94 1.71
H 3.53 -3.72 -0.17
H 2.13 -1.97 -1.12
H -2.60 -1.53 -3.94
H -2.35 -4.04 -4.57
H -0.28 -4.89 -5.11
H 1.78 -3.78 -4.04
H 1.74 -1.43 -3.55
H 1.19 0.16 -5.50
H 2.62 2.05 -6.50
H 2.65 4.30 -5.38
H 1.06 4.83 -3.56
H -0.17 2.92 -2.47
*
```

Summary:
ΔE to the lowest compared entry with this formula, charge and spin in eV: 0.8891
HOMO (spin up / spin down) in eV: -7.7 / -7.7
Kohn-Sham gap (spin up / spin down) in eV: 7.24 / 7.14


# 4
DFT (ωB97M-V/def2-TZVPD) results for 2 unconnected molecules or ions with the total composition C3H10NOPS in a non-equilibrium geometry.

ORCA input file:
```
! RIJCOSX wB97M-V def2-TZVPD def2/J DEFGRID3
* xyz 0 1
C 2.33 1.47 0.05
C 2.18 -0.03 -0.05
P 0.41 -0.47 0.40
O -0.18 0.38 -0.88
S 0.39 -2.46 -0.24
H 3.47 1.54 0.24
H 2.01 2.12 -0.83
H 1.79 1.97 0.95
H 2.69 -0.68 0.59
H 2.55 -0.31 -1.12
H -1.15 0.23 -1.03
H 0.85 -2.92 0.98
C -3.77 -0.33 0.05
N -2.77 0.41 -0.07
H -4.11 -0.88 -0.83
H -4.30 -0.73 0.95
H -2.38 0.70 0.86
*
```

Summary:
ΔE to the lowest compared entry with this formula, charge and spin in eV: 2.5707
HOMO in eV: -8.3
Kohn-Sham gap in eV: 9.05


# 5
DFT (ωB97M-V/def2-TZVPD) results for a molecular structure, C6H10O in a non-equilibrium geometry.

ORCA input file:
```
! RIJCOSX wB97M-V def2-TZVPD def2/J DEFGRID3
* xyz 0 1
C 0.76 1.92 -0.36
C 0.14 0.60 -0.76
O 1.17 -0.39 -0.88
C 0.59 -1.61 -0.60
C -0.62 -1.42 0.24
C -0.60 -0.12 1.64
C -0.90 0.02 0.21
H 1.53 2.21 -1.08
H 1.21 1.82 0.63
H 0.00 2.70 -0.32
H -0.36 0.68 -1.74
H -0.34 -1.87 -1.31
H 1.39 -2.37 -0.46
H -1.17 -2.32 0.48
H 0.39 -0.30 2.04
H -1.39 0.10 2.37
H -1.92 0.33 0.01
*
```

Summary:
ΔE to the lowest compared entry with this formula, charge and spin in eV: 3.2821
HOMO in eV: -7.6
Kohn-Sham gap in eV: 8.68


# 6
DFT (ωB97M-V/def2-TZVPD) results for a molecular structure, C21H36P2RuSe in a non-equilibrium geometry.

ORCA input file:
```
! RIJCOSX wB97M-V def2-TZVPD def2/J DEFGRID3
* xyz 2 5
P -0.22 -1.94 -2.60
P 0.18 2.08 -2.44
C -0.47 -0.54 -3.79
C 0.40 0.76 -3.74
H -1.55 -0.29 -3.81
H -0.26 -1.01 -4.77
H 1.47 0.52 -3.80
H 0.17 1.31 -4.68
C -1.41 2.84 -2.85
H -1.72 3.52 -2.04
H -2.20 2.10 -3.01
H -1.29 3.43 -3.77
C 1.46 3.28 -2.91
H 1.18 3.77 -3.86
H 2.42 2.78 -3.03
H 1.55 4.05 -2.13
C -1.40 -3.19 -3.19
H -1.43 -4.03 -2.49
H -1.09 -3.55 -4.18
H -2.41 -2.75 -3.27
C 1.42 -2.59 -2.96
H 2.18 -1.80 -3.06
H 1.37 -3.15 -3.90
H 1.74 -3.28 -2.16
Ru -0.09 -0.14 1.67
C 0.35 2.03 -0.71
C -0.93 1.40 -0.14
C -1.62 0.32 -0.90
C -1.65 -1.11 -0.32
C -0.46 -1.96 -0.87
C 0.80 -1.35 -0.20
C 1.52 -0.24 -0.87
C 1.54 1.15 -0.20
C 0.33 -1.66 2.84
H 0.45 3.06 -0.33
H -1.58 2.07 0.42
H -1.12 0.25 -1.87
H -2.65 0.65 -1.15
H -1.60 -1.07 0.82
H -2.61 -1.59 -0.57
H -0.57 -3.01 -0.55
H 1.44 -2.09 0.29
H 1.07 -0.12 -1.87
H 2.56 -0.57 -1.09
H 1.47 1.03 0.92
H 2.49 1.64 -0.42
H 1.14 -1.33 3.51
H 0.65 -2.53 2.25
H -0.55 -1.91 3.46
Se -0.79 1.43 3.25
C -0.33 0.79 4.96
C -1.26 0.04 5.70
C -0.96 -0.36 6.99
C 0.29 -0.03 7.56
C 1.23 0.70 6.81
C 0.93 1.10 5.52
H -2.22 -0.21 5.23
H -1.69 -0.94 7.57
H 0.52 -0.33 8.58
H 2.20 0.95 7.25
H 1.65 1.66 4.91
*
```

Summary:
ΔE to the lowest compared entry with this formula, charge and spin in eV: 0.0000
HOMO (spin up / spin down) in eV: -12.7 / -12.7
Kohn-Sham gap (spin up / spin down) in eV: 7.58 / 5.06